22
Properties=species:S:1:pos:R:3:nbo_charge:R:1 method="wB97M-V/def2-TZVPD" total_charge=0 smiles="C=C/C=C/CC.O.O" homo_energy_ev=-9.068 lumo_energy_ev=0.8 gap_ev=9.84 e_above_lowest_ev=2.985
C 0.1039 -2.0716 2.1593 -0.631
C -0.6244 -1.7252 0.8746 -0.461
C 0.1428 -0.6985 0.1156 -0.141
C 0.5180 -0.7460 -1.1688 -0.234
C 1.3932 0.2641 -1.8299 -0.217
C 1.1672 1.5550 -1.5663 -0.403
H -0.5020 -2.3836 3.0594 0.216
H 0.9219 -1.4845 2.6320 0.214
H 0.6162 -3.0292 2.0208 0.209
H -1.7215 -1.4924 1.0162 0.230
H -0.7388 -2.6934 0.3583 0.211
H 0.6382 -0.0906 0.8492 0.185
H -0.0117 -1.4652 -1.7979 0.198
H 2.2785 -0.2277 -2.2182 0.214
H 0.2987 1.7728 -0.8824 0.206
H 1.7902 2.4012 -1.8034 0.198
H -1.8918 1.1282 -1.8189 0.469
H -2.7023 -0.0337 -2.2499 0.462
O -2.5798 0.5428 -1.4905 -0.929
H 0.6342 4.0608 0.7038 0.483
H 0.3040 2.8373 1.7830 0.484
O -0.0346 3.5794 1.2539 -0.964